C58H75F7O4 | ωB97M-V/def2-TZVPD

The geometry in XYZ format:
```
144
C58H75F7O4 ωB97M-V/def2-TZVPD
F 18.7761 17.9821 6.8877
C 18.7899 17.5227 8.1897
C 19.8486 16.6768 8.4779
C 20.0322 16.2045 9.7793
C 19.0746 16.5256 10.7336
C 17.9166 17.2810 10.3658
C 17.7558 17.8176 9.0908
H 20.5285 16.3827 7.7058
H 20.9175 15.6327 10.0983
H 19.1065 16.1276 11.7237
H 17.1419 17.4974 11.0726
H 16.9077 18.3542 8.7072
F 17.5839 14.5015 7.6386
C 18.1963 13.5543 8.4028
C 19.2782 12.8234 7.9123
C 19.8992 11.8990 8.7261
C 19.4091 11.5935 10.0140
C 18.2689 12.2677 10.4171
C 17.6703 13.2690 9.6356
H 19.6660 13.2063 6.9745
H 20.7241 11.2865 8.3330
H 19.8383 10.8128 10.5683
H 17.7737 11.9815 11.3427
H 16.7443 13.7930 9.9002
F 16.7764 8.4153 10.8150
C 16.2103 8.6549 12.0353
C 17.0581 9.2146 13.0340
C 16.5638 9.3589 14.3557
C 15.2478 8.9853 14.5677
C 14.4064 8.4951 13.5752
C 14.9258 8.2833 12.2912
H 18.0489 9.5104 12.7383
H 17.1052 9.8143 15.1638
H 14.8828 8.9652 15.5767
H 13.3790 8.1866 13.8372
H 14.2638 7.8709 11.4672
F 10.2204 16.5353 12.6282
C 11.1705 16.8719 13.5207
C 12.3178 16.1006 13.5898
C 13.2013 16.3955 14.6403
C 12.9161 17.4404 15.5049
C 11.8303 18.2716 15.3606
C 10.9342 17.9770 14.3464
H 12.4469 15.2416 12.9342
H 14.0198 15.7420 14.8718
H 13.5960 17.5994 16.2887
H 11.6350 19.0889 16.0510
H 10.0211 18.5434 14.2050
F 20.7633 10.3824 13.2524
C 20.4121 10.7806 14.4516
C 19.8091 12.0036 14.6432
C 19.4294 12.2487 15.9497
C 19.5476 11.2823 17.0019
C 20.1106 10.0468 16.7628
C 20.5865 9.8302 15.4485
H 19.7157 12.7156 13.8479
H 18.9787 13.2167 16.1340
H 19.1638 11.5825 17.9482
H 20.2316 9.3251 17.5505
H 21.0049 8.8727 15.0989
F 17.7772 14.7168 14.5955
C 16.8253 14.3345 13.6987
C 16.5013 12.9752 13.6409
C 15.4606 12.5849 12.7927
C 14.8204 13.5844 12.0381
C 15.1264 14.9238 12.1566
C 16.2056 15.3214 12.9711
H 16.9979 12.2885 14.2885
H 15.0739 11.5497 12.7100
H 14.0364 13.3231 11.2860
H 14.5428 15.6854 11.5886
H 16.5744 16.3675 13.1165
F 12.4123 13.2797 9.2146
C 12.8077 14.6054 9.3582
C 13.8746 15.0025 8.6002
C 14.2324 16.3620 8.5157
C 13.4795 17.2833 9.2670
C 12.5075 16.8217 10.1099
C 12.1312 15.4709 10.1562
H 14.3298 14.1907 8.0717
H 15.0545 16.7279 7.8857
H 13.6304 18.3490 9.2131
H 11.9101 17.4935 10.7205
H 11.3062 15.1634 10.7892
C 10.3256 20.2668 9.5969
C 10.9871 20.3550 10.9701
O 12.3606 20.4013 10.8100
C 13.0215 20.4617 12.1030
C 14.5014 20.7782 11.9473
H 10.7116 21.1266 9.0187
H 10.4870 19.3043 9.0181
H 9.2379 20.3149 9.7102
H 10.5432 21.2365 11.4684
H 10.6819 19.4278 11.5130
H 12.5426 21.2335 12.7335
H 12.9197 19.4983 12.6304
H 14.9688 20.9134 12.9400
H 14.5434 21.7216 11.4400
H 14.9854 19.9672 11.3974
C 16.8388 15.7939 19.1549
C 16.4875 15.1976 17.8020
O 15.8457 13.9191 18.0887
C 15.6165 13.1993 16.9078
C 15.1298 11.7922 17.1917
H 17.5549 15.1507 19.6759
H 17.1559 16.8260 19.0784
H 15.8919 15.8381 19.7355
H 15.7176 15.7355 17.2021
H 17.3592 15.0079 17.1783
H 14.8298 13.6903 16.3121
H 16.5095 13.1194 16.2682
H 14.1050 11.6940 17.4099
H 15.6837 11.2630 18.0304
H 15.3425 11.1549 16.2841
C 9.1558 13.4343 12.8714
C 10.4059 12.5420 12.4214
O 11.6402 13.0835 12.8447
C 11.9245 12.7871 14.2570
C 12.4028 11.3187 14.4883
H 8.2092 12.9071 12.6882
H 9.1672 13.6243 13.9744
H 9.1409 14.4135 12.3431
H 10.3408 11.5408 12.8208
H 10.4401 12.4560 11.3725
H 12.6800 13.4634 14.6150
H 11.0019 13.0111 14.8586
H 11.5740 10.6718 14.3385
H 12.6711 11.1083 15.5363
H 13.2773 11.0521 13.8727
C 15.7926 9.8641 8.1123
C 14.9007 10.4296 9.1952
O 14.0299 9.3690 9.5895
C 13.0099 9.9326 10.4580
C 12.0142 8.8477 10.7699
H 15.2266 9.3281 7.3699
H 16.3999 10.6233 7.6155
H 16.4631 9.1803 8.5810
H 15.5131 10.9534 10.0059
H 14.2085 11.1427 8.7446
H 13.5516 10.3033 11.3790
H 12.5573 10.7939 9.9245
H 11.0788 9.3147 11.0333
H 12.2842 8.1336 11.5564
H 11.8828 8.2550 9.8861
```

Relative energy (zero: lowest compared OMol25 entry of this formula, charge and spin) (kcal per mole): 0.0
LUMO energy (eV): 0.569
E_HOMO (Eh): -0.3318
Kohn-Sham gap (Ha): 0.3527

These are the Mulliken partial charges, in e, on atoms 1 to 8: atom 1 (F): -0.36, atom 2 (C): 0.37, atom 3 (C): -0.52, atom 4 (C): -0.36, atom 5 (C): -0.71, atom 6 (C): 0.00, atom 7 (C): -0.67, atom 8 (H): 0.48